The following is a quantum chemistry calculation of 10 unconnected molecules or ions with the total composition C36H102N8O12 at a distorted geometry, from OMol25.

Last column: Mulliken charge in e.
Cartesian coordinates (Å):
C: 6.732 -0.358 -4.108  -1.27
C: 5.672 0.225 -3.022  0.12
C: 4.184 0.205 -3.525  -0.88
O: 3.263 0.606 -2.563  0.39
C: 1.944 0.807 -2.997  -1.20
N: 5.777 -0.712 -1.816  -0.28
H: 5.413 -1.651 -1.893  0.32
H: 6.725 -0.838 -1.491  0.45
H: 5.356 -0.281 -1.005  0.22
H: 7.714 0.110 -4.170  0.41
H: 6.345 -0.144 -5.104  0.36
H: 6.998 -1.409 -3.992  0.37
H: 5.941 1.182 -2.576  0.27
H: 3.798 -0.796 -3.714  0.32
H: 4.101 0.863 -4.390  0.53
H: 1.378 -0.036 -3.395  0.39
H: 1.961 1.590 -3.755  0.47
H: 1.282 1.163 -2.208  -0.03
C: 2.427 -1.871 0.118  -0.02
C: 2.847 -2.921 1.091  0.11
C: 2.278 -4.323 0.555  -0.66
O: 2.708 -5.474 1.239  -0.46
C: 2.480 -6.656 0.473  -0.64
N: 4.402 -3.010 1.173  -0.14
H: 4.761 -3.326 0.284  0.31
H: 4.858 -2.157 1.463  0.33
H: 4.714 -3.695 1.847  0.39
H: 3.031 -1.899 -0.790  0.15
H: 2.367 -0.854 0.506  -0.10
H: 1.479 -2.181 -0.321  -0.39
H: 2.474 -2.751 2.101  0.41
H: 2.606 -4.481 -0.472  0.37
H: 1.194 -4.239 0.477  0.38
H: 3.341 -6.932 -0.136  0.32
H: 1.605 -6.557 -0.169  0.18
H: 2.159 -7.536 1.031  0.34
C: -6.487 0.804 -0.293  -1.33
C: -4.938 0.982 -0.235  -0.35
C: -4.489 1.287 1.183  0.39
O: -4.921 0.198 1.998  -0.43
C: -4.319 0.098 3.302  -0.18
N: -4.249 -0.366 -0.766  0.10
H: -4.344 -0.458 -1.767  0.48
H: -3.259 -0.524 -0.646  -0.19
H: -4.712 -1.153 -0.334  0.48
H: -6.818 0.555 -1.301  0.48
H: -6.890 1.809 -0.163  0.43
H: -6.870 0.000 0.335  0.31
H: -4.617 1.667 -1.019  0.45
H: -4.745 2.282 1.548  0.49
H: -3.400 1.244 1.215  -0.31
H: -3.357 -0.342 3.042  -0.07
H: -4.740 -0.561 4.061  0.33
H: -4.341 1.018 3.887  0.07
C: -1.298 3.190 2.863  -0.62
C: -1.923 4.496 3.587  -0.42
C: -3.481 4.469 3.555  -0.50
O: -4.076 5.633 4.159  -0.42
C: -5.469 5.691 4.005  -0.72
N: -1.404 4.592 5.029  0.02
H: -0.402 4.507 5.116  0.07
H: -1.600 5.528 5.356  0.44
H: -1.919 3.877 5.522  0.42
H: -1.297 2.383 3.597  0.30
H: -0.258 3.318 2.564  0.17
H: -1.855 2.930 1.964  0.24
H: -1.626 5.412 3.077  0.44
H: -3.746 3.500 3.977  0.28
H: -3.780 4.667 2.525  0.42
H: -5.898 5.777 3.007  0.28
H: -5.978 6.489 4.545  0.31
H: -5.781 4.740 4.436  0.32
C: -0.279 -4.396 4.115  -1.04
C: -1.791 -4.600 3.680  0.44
C: -2.584 -5.675 4.440  -0.87
O: -4.000 -5.775 4.184  -0.37
C: -4.875 -6.387 5.186  -0.66
N: -2.567 -3.298 3.620  0.06
H: -2.675 -2.761 4.468  0.42
H: -2.037 -2.748 2.960  0.00
H: -3.492 -3.436 3.238  0.44
H: -0.175 -3.917 5.089  0.42
H: 0.161 -3.613 3.497  0.02
H: 0.262 -5.342 4.108  0.46
H: -1.730 -4.824 2.616  0.13
H: -2.473 -5.436 5.497  0.47
H: -2.003 -6.591 4.336  0.38
H: -5.705 -5.736 5.462  0.27
H: -4.337 -6.586 6.112  0.32
H: -5.253 -7.341 4.819  0.28
C: -0.634 5.074 -5.447  -1.35
C: 0.153 3.824 -5.876  0.46
C: -0.481 2.477 -5.535  -0.82
O: -0.587 2.334 -4.094  -0.24
C: -1.298 1.205 -3.625  -0.90
N: 0.515 3.985 -7.379  -0.31
H: 0.035 3.557 -8.158  0.33
H: 0.759 4.920 -7.673  0.36
H: 1.356 3.436 -7.486  0.40
H: -0.381 6.067 -5.818  0.50
H: -0.584 5.258 -4.374  0.23
H: -1.702 4.942 -5.621  0.38
H: 1.176 3.799 -5.500  0.12
H: 0.145 1.660 -5.893  0.35
H: -1.426 2.205 -6.004  0.58
H: -0.876 0.350 -4.153  0.51
H: -2.366 1.417 -3.584  0.49
H: -1.052 0.972 -2.589  -0.01
C: 3.342 2.381 1.080  -0.24
C: 4.313 3.256 0.294  -0.20
C: 3.575 3.892 -0.976  -0.03
O: 2.206 4.214 -0.664  -0.30
C: 1.353 4.446 -1.727  -0.87
N: 4.764 4.436 1.176  -0.22
H: 5.428 5.110 0.822  0.39
H: 3.962 5.048 1.132  0.32
H: 4.955 4.343 2.164  0.31
H: 3.905 1.966 1.916  0.64
H: 3.021 1.532 0.478  -0.41
H: 2.451 2.828 1.519  0.12
H: 5.327 2.889 0.131  0.30
H: 3.416 3.122 -1.731  -0.48
H: 4.236 4.577 -1.507  0.63
H: 0.426 4.548 -1.161  0.35
H: 1.230 3.560 -2.349  0.31
H: 1.523 5.367 -2.285  0.34
C: -2.826 -5.163 -3.310  -1.35
C: -1.651 -4.658 -2.437  0.02
C: -0.338 -4.627 -3.217  -0.85
O: 0.744 -4.028 -2.573  -0.21
C: 1.921 -3.950 -3.414  -0.85
N: -1.992 -3.240 -1.939  0.11
H: -2.360 -2.618 -2.645  0.48
H: -2.792 -3.191 -1.324  0.44
H: -1.278 -2.677 -1.499  -0.33
H: -3.790 -5.326 -2.828  0.41
H: -2.460 -6.021 -3.874  0.38
H: -3.008 -4.499 -4.155  0.45
H: -1.491 -5.200 -1.505  0.33
H: -0.597 -4.055 -4.108  0.47
H: -0.143 -5.661 -3.504  0.48
H: 1.860 -4.556 -4.318  0.48
H: 2.818 -4.270 -2.884  0.31
H: 2.154 -2.985 -3.864  0.15
C: 0.007 0.743 1.116  1.05
C: -0.762 -0.592 0.810  0.06
O: -1.233 -0.805 -0.368  -0.53
O: -0.753 -1.478 1.633  -0.86
H: -0.562 1.518 0.602  0.20
H: 0.976 0.713 0.618  -1.10
H: 0.276 0.888 2.162  0.03
C: 1.747 2.187 4.573  -0.46
C: 2.247 3.634 4.617  0.65
O: 1.531 4.566 5.018  -0.83
O: 3.386 3.917 4.211  -0.71
H: 2.048 1.903 5.581  0.45
H: 1.990 1.574 3.704  -0.17
H: 0.672 2.017 4.514  0.09

The charge is +6. As for the LUMO energy: -13.033 eV. The total energy is -75406.101 eV. The calculation puts the frontier orbital gap at 4.720 eV. For the energy above the lowest of the compared OMol25 structures with the same formula, charge and spin, the calculation gives 127.0 kcal/mol.